The following is a DFT calculation (ωB97M-V with the def2-TZVPD basis set) of a 2-piece molecular cluster, C27H42BrCl2N2O4P2S overall in a non-equilibrium geometry.

Last column: Mulliken charge in e.
Element x y z (Å)
C (-2.65, 2.60, 0.74)  -1.0876
C (-2.68, 1.67, 1.98)  -0.1792
N (-2.92, 0.28, 1.62)  0.1119
C (-1.71, -0.57, 1.50)  0.8594
C (-2.06, -1.66, 0.42)  0.2904
C (-3.23, -1.37, -0.53)  -1.5294
C (-3.02, -0.18, -1.50)  -0.0443
C (-2.65, -0.56, -2.92)  0.5225
C (-1.68, -1.49, -3.25)  0.1809
C (-1.34, -1.78, -4.55)  -0.7151
C (-1.98, -1.13, -5.58)  -0.4309
C (-2.98, -0.22, -5.27)  -0.6344
C (-3.31, 0.06, -3.97)  -0.6208
O (-0.53, 0.13, 1.33)  0.0964
P (0.86, -0.49, 2.20)  0.0626
C (1.13, -1.95, 1.02)  -0.8022
S (1.63, -1.63, -0.70)  -0.3230
C (0.82, -0.17, -1.39)  2.6246
C (1.33, -0.04, -2.85)  -1.3230
O (1.89, 0.65, 1.35)  -0.1129
C (3.23, 0.52, 1.37)  -0.1738
O (3.97, 0.32, 2.32)  -0.5275
C (3.91, 0.76, 0.02)  0.5295
C (3.78, 2.01, -0.55)  -0.0573
C (4.40, 2.32, -1.74)  -0.0381
C (5.18, 1.38, -2.38)  -0.5614
C (5.28, 0.12, -1.81)  -0.5539
C (4.66, -0.19, -0.63)  -0.1594
P (0.67, 1.13, 3.75)  0.4290
N (2.01, 1.48, 4.53)  -0.8326
O (-0.21, -1.42, 3.24)  -0.6188
C (-1.56, -1.21, 2.95)  -0.1637
C (-2.56, -2.31, 3.42)  -1.5004
C (-1.94, -3.64, 3.84)  0.0596
C (-0.98, -4.29, 2.85)  -0.9028
Br (-3.49, -4.91, 4.02)  -0.2515
H (-1.72, 2.42, 0.19)  0.1118
H (-3.51, 2.29, 0.13)  0.2088
H (-2.82, 3.64, 1.02)  0.4972
H (-3.58, 1.99, 2.54)  0.4978
H (-1.84, 1.84, 2.65)  -0.0876
H (-3.65, -0.15, 2.16)  0.4024
H (-1.17, -1.85, -0.19)  -0.6962
H (-2.28, -2.64, 0.87)  -0.2761
H (-3.36, -2.27, -1.15)  0.7032
H (-4.19, -1.24, -0.02)  0.3875
H (-3.89, 0.49, -1.52)  0.3329
H (-2.19, 0.43, -1.10)  -0.1384
H (-1.17, -1.97, -2.42)  0.1217
H (-0.54, -2.50, -4.71)  0.4151
H (-1.70, -1.33, -6.61)  0.3653
H (-3.50, 0.28, -6.09)  0.3467
H (-4.09, 0.79, -3.76)  0.3409
H (1.87, -1.06, 3.04)  0.1597
H (0.26, -2.62, 1.03)  0.3753
H (1.93, -2.55, 1.46)  0.6070
H (1.10, 0.77, -0.90)  0.3129
H (-0.27, -0.19, -1.33)  -2.1256
H (0.53, 0.31, -3.52)  0.2957
H (1.76, -0.99, -3.19)  0.3673
H (2.18, 0.66, -2.84)  0.1854
H (3.18, 2.79, -0.07)  0.3398
H (4.29, 3.33, -2.14)  -0.1703
H (5.69, 1.64, -3.30)  0.3871
H (5.91, -0.60, -2.33)  0.3391
H (4.79, -1.19, -0.21)  0.4183
H (0.22, 2.30, 3.06)  -0.0077
H (-0.30, 0.78, 4.75)  -0.1028
H (1.90, 1.35, 5.53)  0.2076
H (-1.82, -0.35, 3.61)  -0.0203
H (-3.34, -2.41, 2.65)  0.4817
H (-3.09, -1.91, 4.30)  0.4456
H (-1.51, -3.61, 4.84)  0.5241
H (-1.17, -4.04, 1.80)  0.1404
H (0.04, -3.96, 3.09)  0.1332
H (-1.02, -5.38, 2.92)  0.5465
C (4.19, 6.63, -1.76)  -0.2751
Cl (2.71, 5.69, -1.53)  -0.1243
Cl (5.31, 5.81, -2.85)  -0.1555
H (3.93, 7.59, -2.18)  0.3097
H (4.67, 6.75, -0.79)  0.2494

Values from the calculation:
Lowest unoccupied orbital energy in eV: 2.237
Orbital gap in eV: 6.43
Charge: -1
E_tot in Eh: -6039.8047

---

The following is a DFT calculation (ωB97M-V with the def2-TZVPD basis set) of C42H38GeNSTi as an isolated structure in a non-equilibrium geometry.

Last column: Mulliken charge in e.
Element x y z (Å)
Ti (-0.15, 1.73, -0.53)  -1.2005
C (2.86, -0.23, 2.71)  -1.0711
C (3.29, 1.13, 2.16)  0.2893
C (3.95, 1.96, 3.27)  -1.6829
C (2.17, 1.91, 1.49)  1.0374
C (2.47, 2.68, 0.28)  -1.2126
C (1.60, 3.58, -0.25)  -0.6841
C (0.26, 3.75, 0.25)  1.0472
C (-0.50, 5.03, -0.05)  -1.5236
C (-0.05, 2.91, 1.40)  -1.6640
C (0.94, 2.11, 2.04)  0.6409
H (3.73, -0.80, 3.04)  0.4097
H (2.32, -0.82, 1.97)  -0.0092
H (2.20, -0.10, 3.58)  0.2703
H (4.05, 0.96, 1.39)  0.3670
H (3.24, 2.11, 4.09)  0.2931
H (4.25, 2.94, 2.90)  0.4029
H (4.84, 1.46, 3.67)  0.4526
H (3.45, 2.56, -0.18)  0.3458
H (1.90, 4.18, -1.10)  0.2863
H (-1.41, 4.87, -0.62)  0.2084
H (0.12, 5.73, -0.61)  0.3964
H (-0.79, 5.53, 0.89)  0.3853
H (-1.00, 3.04, 1.89)  0.3656
H (0.68, 1.61, 2.97)  0.4924
S (1.30, 0.83, -4.65)  -0.5647
C (2.48, 0.05, -3.64)  0.7594
C (3.62, -0.65, -4.01)  -0.6863
C (4.42, -1.17, -3.00)  -0.7768
C (4.09, -0.98, -1.66)  -1.0434
C (2.95, -0.27, -1.30)  0.6432
C (2.13, 0.23, -2.31)  -1.6390
N (0.95, 0.96, -2.11)  1.2559
C (0.42, 1.36, -3.25)  1.2022
C (-0.79, 2.12, -3.30)  0.0290
C (-1.37, 2.54, -4.52)  -1.0071
C (-2.57, 3.19, -4.52)  -0.8107
C (-3.22, 3.42, -3.28)  -0.7466
C (-2.66, 3.04, -2.10)  -0.1094
C (-1.38, 2.40, -2.02)  0.8824
H (3.88, -0.80, -5.05)  0.4213
H (5.32, -1.72, -3.26)  0.3912
H (4.71, -1.39, -0.88)  0.4589
H (2.66, -0.14, -0.27)  0.3877
H (-0.86, 2.34, -5.47)  0.3316
H (-3.02, 3.52, -5.45)  0.3724
H (-4.19, 3.92, -3.28)  0.3950
H (-3.20, 3.23, -1.18)  0.3848
C (-1.62, 0.66, 0.13)  0.0974
Ge (-1.62, -1.14, 0.69)  1.4621
C (-1.88, -1.35, 2.64)  -0.1118
C (-3.13, -1.64, 3.19)  -0.5409
C (-3.33, -1.66, 4.57)  -0.6435
C (-2.27, -1.37, 5.43)  -0.4496
C (-1.02, -1.08, 4.90)  -0.7641
C (-0.83, -1.06, 3.52)  -0.0234
C (-0.03, -2.19, 0.19)  0.5770
C (0.27, -2.29, -1.18)  -0.6680
C (1.28, -3.12, -1.65)  -0.4778
C (2.03, -3.87, -0.75)  -0.7099
C (1.75, -3.80, 0.61)  -0.5451
C (0.73, -2.97, 1.07)  -0.5760
C (-2.98, -2.31, -0.13)  -0.2339
C (-3.60, -1.92, -1.32)  -0.2111
C (-4.46, -2.78, -2.00)  -0.5841
C (-4.71, -4.05, -1.50)  -0.4033
C (-4.11, -4.46, -0.31)  -0.7187
C (-3.25, -3.59, 0.36)  -0.3363
H (-2.61, 1.11, 0.31)  0.2145
H (-3.96, -1.87, 2.53)  0.3399
H (-4.31, -1.88, 4.97)  0.3982
H (-2.43, -1.38, 6.50)  0.3569
H (-0.19, -0.85, 5.57)  0.4164
H (0.15, -0.81, 3.12)  0.2656
H (-0.31, -1.70, -1.89)  0.3407
H (1.50, -3.16, -2.71)  0.4413
H (2.83, -4.51, -1.12)  0.3749
H (2.33, -4.39, 1.31)  0.4150
H (0.52, -2.94, 2.13)  0.3330
H (-3.40, -0.92, -1.71)  0.2922
H (-4.93, -2.46, -2.93)  0.4061
H (-5.38, -4.72, -2.03)  0.3441
H (-4.30, -5.45, 0.08)  0.3764
H (-2.78, -3.93, 1.28)  0.3724

Values from the calculation:
Lowest unoccupied orbital energy (alpha / beta) in eV: 2.398 / 2.398
Orbital gap (alpha / beta) in eV: 4.35 / 4.97
Charge: -1
E_tot in Eh: -5002.5628

---

The following is a DFT calculation (ωB97M-V with the def2-TZVPD basis set) of C35H40N6O3PRbS5 as an isolated structure in a non-equilibrium geometry.

Last column: Mulliken charge in e.
Element x y z (Å)
Rb (0.11, -0.77, 0.06)  0.4809
O (-2.14, 1.93, 3.39)  -0.6836
C (-1.54, 1.70, 4.58)  0.4384
C (-2.03, 2.34, 5.71)  -0.8095
C (-1.39, 2.19, 6.93)  -0.3185
C (-0.25, 1.40, 7.02)  -0.8380
C (0.22, 0.74, 5.90)  -0.2423
C (-0.42, 0.85, 4.67)  0.1823
C (0.06, 0.12, 3.46)  0.1866
O (-0.57, 0.26, 2.35)  0.5455
N (1.12, -0.63, 3.67)  -0.2813
N (1.67, -1.30, 2.59)  -0.0629
C (2.71, -1.94, 2.97)  -0.0969
S (3.22, -1.85, 4.67)  -0.0545
C (4.73, -2.86, 4.41)  -0.5984
C (4.50, -3.84, 3.28)  -0.6478
S (3.67, -2.95, 1.92)  -0.1010
H (-1.57, 1.43, 2.74)  -0.0303
H (-2.90, 2.97, 5.60)  0.4437
H (-1.78, 2.69, 7.81)  0.3769
H (0.27, 1.30, 7.97)  0.4131
H (1.10, 0.11, 5.96)  0.3793
H (4.93, -3.37, 5.35)  0.3645
H (5.56, -2.19, 4.18)  0.2884
H (3.85, -4.65, 3.59)  0.2869
H (5.42, -4.25, 2.88)  0.3968
N (0.37, 1.95, -2.75)  0.5228
P (-1.19, 1.29, -2.40)  0.2477
C (-2.17, 2.30, -3.60)  0.2934
C (-2.04, 2.14, -4.98)  -0.4165
C (-2.70, 2.99, -5.86)  -0.6913
C (-3.49, 4.02, -5.36)  -0.4743
C (-3.62, 4.19, -3.99)  -0.5847
C (-2.96, 3.33, -3.12)  -0.5673
C (-1.14, -0.29, -3.31)  0.1985
C (-2.36, -0.89, -3.62)  -0.3673
C (-2.41, -2.15, -4.19)  -0.6974
C (-1.23, -2.84, -4.43)  -0.6710
C (-0.01, -2.26, -4.13)  -0.4064
C (0.04, -0.99, -3.57)  0.1218
C (1.02, 2.67, -1.75)  -0.0734
C (1.66, 3.88, -2.02)  -0.8612
C (2.28, 4.55, -0.98)  -0.5737
C (2.23, 4.00, 0.30)  -0.9031
C (1.57, 2.80, 0.47)  -0.4112
N (0.98, 2.15, -0.53)  0.5217
H (0.50, 2.32, -3.68)  0.3555
H (-1.43, 1.34, -5.38)  0.3844
H (-2.59, 2.86, -6.93)  0.4040
H (-4.00, 4.68, -6.04)  0.3832
H (-4.22, 5.00, -3.60)  0.4091
H (-3.06, 3.47, -2.05)  0.3613
H (-3.28, -0.35, -3.41)  0.3398
H (-3.37, -2.59, -4.44)  0.4240
H (-1.26, -3.84, -4.86)  0.4181
H (0.91, -2.79, -4.32)  0.2817
H (1.00, -0.53, -3.36)  0.1885
H (1.66, 4.29, -3.02)  0.4256
H (2.77, 5.49, -1.16)  0.4176
H (2.69, 4.50, 1.14)  0.4858
H (1.50, 2.32, 1.44)  0.3571
C (-3.54, -0.63, 2.00)  -1.3601
S (-2.75, 0.14, 0.55)  0.9181
C (-4.32, 0.74, -0.15)  -1.0797
O (-2.34, -1.00, -0.32)  -0.7073
H (-3.91, 0.16, 2.64)  0.4499
H (-2.76, -1.19, 2.52)  0.2626
H (-4.34, -1.29, 1.66)  0.5619
H (-4.76, 1.44, 0.57)  0.4453
H (-4.98, -0.11, -0.33)  0.3699
H (-4.09, 1.25, -1.08)  0.1374
C (-2.05, -6.11, -0.36)  -1.2699
C (-2.01, -4.62, 0.00)  0.1729
C (-0.69, -4.05, -0.21)  0.2896
N (0.36, -3.62, -0.37)  -0.5691
H (-3.02, -6.53, -0.09)  0.3628
H (-1.28, -6.66, 0.18)  0.3384
H (-1.89, -6.26, -1.42)  0.3227
H (-2.28, -4.48, 1.05)  0.2868
H (-2.72, -4.06, -0.60)  0.1293
S (3.46, -1.80, -3.31)  -0.2958
C (4.13, -0.83, -2.17)  0.1444
N (4.54, -1.20, -0.94)  -0.1791
C (4.88, -0.14, 0.01)  -0.2714
C (5.34, 1.03, -0.84)  -0.5582
S (4.34, 0.92, -2.36)  -0.1250
H (4.29, -2.11, -0.60)  0.2194
H (5.66, -0.49, 0.68)  0.3234
H (4.00, 0.13, 0.60)  0.0521
H (6.39, 0.94, -1.12)  0.3810
H (5.16, 1.99, -0.37)  0.3864

Values from the calculation:
Lowest unoccupied orbital energy in eV: 0.200
Orbital gap in eV: 7.20
E_tot in Eh: -4268.4013